Entry from the OMol25 dataset: a structure of composition C28H28BrClInN6O3 (ωB97M-V/def2-TZVPD).

Last column: Mulliken charge in e.
Positions of all 68 atoms, in Å:
In -0.235 -0.011 0.264  0.981
Br -1.666 -1.230 -1.963  -0.129
C -1.573 -2.961 -1.209  0.593
C -2.263 -3.956 -1.827  -0.676
C -2.203 -5.264 -1.302  -0.619
C -1.470 -5.524 -0.185  -0.915
C -0.744 -4.496 0.466  0.617
C 0.010 -4.797 1.640  -0.539
C 0.723 -3.848 2.309  -1.238
C 0.646 -2.584 1.694  0.835
C -0.035 -2.178 0.671  -0.689
C -0.778 -3.173 -0.055  0.890
H -2.845 -3.753 -2.716  0.459
H -2.745 -6.058 -1.798  0.406
H -1.432 -6.527 0.223  0.398
H 0.032 -5.822 1.994  0.405
H 1.322 -4.067 3.179  0.498
H 1.365 -1.673 2.256  0.113
O 1.426 0.233 1.571  -0.347
O 1.533 -0.541 2.602  -0.234
C -5.645 5.152 0.463  -1.881
C -5.015 3.758 0.628  1.949
C -5.082 3.058 -0.733  -1.348
C -3.527 4.003 0.958  -1.283
C -5.755 2.969 1.781  1.728
O -5.298 3.469 3.042  -0.658
C -7.315 3.078 1.797  -1.433
C -8.222 1.956 1.261  -1.309
C -8.254 1.774 -0.236  0.080
C -7.750 0.624 -0.828  0.111
C -7.691 0.487 -2.211  -0.989
C -8.162 1.512 -3.009  0.398
Cl -8.070 1.365 -4.735  -0.215
C -8.722 2.650 -2.446  -0.887
C -8.766 2.770 -1.066  0.069
C -5.455 1.469 1.863  -2.347
N -4.032 1.096 1.960  1.065
C -3.279 0.580 1.010  -0.043
N -2.025 0.491 1.449  -0.321
C -2.096 0.980 2.730  -0.353
N -3.299 1.345 3.076  -0.846
H -5.002 5.760 -0.175  0.479
H -5.748 5.693 1.409  0.364
H -6.625 5.116 -0.013  0.416
H -4.561 3.672 -1.473  0.624
H -6.099 2.913 -1.089  0.125
H -4.587 2.082 -0.733  -0.127
H -3.126 4.714 0.233  0.479
H -2.914 3.106 0.873  -0.072
H -3.381 4.416 1.955  0.382
H -5.502 4.410 3.095  0.581
H -7.617 4.019 1.343  0.449
H -7.551 3.172 2.857  0.401
H -9.230 2.189 1.610  0.526
H -7.976 1.001 1.734  0.378
H -7.399 -0.191 -0.202  0.513
H -7.294 -0.410 -2.668  0.451
H -9.111 3.431 -3.086  0.427
H -9.198 3.665 -0.629  0.480
H -5.838 0.956 0.983  0.616
H -5.940 1.063 2.747  0.448
H -3.633 0.327 0.023  0.452
H -1.245 1.059 3.389  0.491
N -1.373 5.530 -2.952  -0.466
C -0.809 4.754 -2.310  0.495
N -0.134 3.910 -1.548  -0.557
C -0.156 2.725 -1.256  0.874
N -0.123 1.572 -0.967  -0.526

## Properties
Strongest force on any atom ... 0.0196 Eh/bohr
LUMO ... -5.978 eV
Net charge ... +1
Spin multiplicity ... 1
HOMO level ... -11.1 eV

---

Entry from the OMol25 dataset: a structure of composition C28H28ClN2O7SeTa (ωB97M-V/def2-TZVPD).

Last column: Mulliken charge in e.
Positions of all 68 atoms, in Å:
Ta 0.915 -0.542 0.516  1.844
C -2.785 0.451 -1.299  -1.141
O -1.447 0.012 -1.492  -0.083
C -1.201 -0.900 -2.472  0.823
C -2.158 -1.443 -3.309  -0.720
C -1.766 -2.376 -4.269  -0.727
C -0.437 -2.748 -4.402  -0.778
C 0.520 -2.185 -3.565  -0.598
C 0.131 -1.282 -2.601  0.026
N 1.029 -0.655 -1.684  1.003
N 2.122 -0.253 -2.203  -0.838
C 2.826 0.746 -1.603  0.106
C 2.137 1.692 -0.801  1.625
O 0.987 1.399 -0.269  -0.602
C 2.680 3.003 -0.687  -1.201
C 3.915 3.266 -1.161  -0.789
C 4.713 2.282 -1.848  0.713
C 6.024 2.563 -2.272  -0.865
C 6.762 1.608 -2.927  -0.563
C 6.201 0.344 -3.172  -0.715
C 4.925 0.051 -2.756  -0.678
C 4.163 1.021 -2.092  0.698
H -3.156 0.963 -2.186  0.384
H -2.758 1.143 -0.462  0.259
H -3.439 -0.390 -1.056  0.433
H -3.196 -1.150 -3.232  0.450
H -2.518 -2.811 -4.916  0.399
H -0.143 -3.474 -5.150  0.397
H 1.569 -2.445 -3.645  0.504
H 2.101 3.741 -0.144  0.505
H 4.338 4.255 -1.015  0.386
H 6.446 3.541 -2.064  0.396
H 7.774 1.824 -3.246  0.399
H 6.788 -0.413 -3.679  0.391
H 4.505 -0.935 -2.913  0.448
O 4.913 -0.989 0.493  -0.619
Se 3.570 -1.092 1.372  1.220
O 3.588 -1.871 2.784  -0.629
O 2.689 0.354 1.470  -0.716
O 2.307 -1.830 0.395  -0.725
Cl 1.033 -7.205 3.511  -0.239
C 0.559 -5.783 2.617  0.307
C -0.440 -4.966 3.110  -0.811
C -0.804 -3.833 2.390  -0.052
C -0.187 -3.490 1.190  0.254
C -0.594 -2.251 0.430  -1.630
C 0.797 -4.359 0.709  -0.116
C 1.176 -5.491 1.411  -1.017
H -0.930 -5.213 4.044  0.409
H -1.607 -3.207 2.772  0.412
H -1.540 -1.875 0.822  0.540
H -0.745 -2.546 -0.604  0.539
H 1.279 -4.141 -0.238  0.417
H 1.951 -6.146 1.031  0.413
C 0.352 1.583 3.740  -1.625
C -0.267 0.257 3.352  1.818
C 0.423 -0.878 4.080  -1.615
C -1.756 0.234 3.598  -1.692
O -0.053 0.081 1.915  0.035
H 0.355 1.679 4.828  0.422
H -0.210 2.417 3.311  0.349
H 1.380 1.634 3.379  0.284
H 0.059 -1.843 3.726  0.253
H 1.506 -0.844 3.926  0.347
H 0.225 -0.806 5.153  0.523
H -1.952 0.385 4.660  0.415
H -2.181 -0.728 3.295  0.287
H -2.252 1.027 3.031  0.348

## Properties
Strongest force on any atom ... 0.0579 Eh/bohr
LUMO ... -1.176 eV
ΔE to the lowest compared entry with this formula, charge and spin ... 1.507 eV
Net charge ... 0
Spin multiplicity ... 1
HOMO level ... -8.1 eV

---

Entry from the OMol25 dataset: a structure of composition C28H28CoN9OS2Si (ωB97M-V/def2-TZVPD).

Last column: Mulliken charge in e.
Positions of all 70 atoms, in Å:
Co -1.300 -0.412 0.320  0.701
N -5.606 -0.576 0.266  0.104
C -4.487 0.157 0.330  -0.386
N -3.468 -0.604 0.018  0.138
C -4.022 -1.817 -0.223  -0.099
N -5.331 -1.851 -0.088  -0.766
C -3.151 -2.951 -0.542  0.407
C -3.631 -4.242 -0.722  -0.271
N -2.811 -5.252 -0.988  -0.676
C -1.517 -4.955 -1.062  -0.463
C -1.028 -3.667 -0.877  -0.418
N -1.854 -2.659 -0.616  0.369
H -6.552 -0.298 0.456  0.175
H -4.435 1.197 0.610  0.545
H -4.692 -4.442 -0.645  0.471
H -0.832 -5.767 -1.274  0.421
H 0.028 -3.433 -0.914  0.524
S -0.417 0.568 -1.616  -0.415
C -0.565 2.277 -1.320  -0.172
C -0.190 3.153 -2.343  -0.596
C -0.222 4.533 -2.186  0.448
C 0.181 5.376 -3.271  -0.123
N 0.516 6.040 -4.148  -0.584
C -0.644 5.071 -0.962  0.480
C -1.022 4.211 0.062  -1.195
C -0.997 2.823 -0.082  0.861
S -1.474 1.811 1.254  -0.547
C -0.694 6.486 -0.748  -0.085
N -0.748 7.621 -0.565  -0.588
H 0.141 2.737 -3.286  0.508
H -1.345 4.628 1.007  0.480
C 2.845 2.172 -0.284  -1.304
N 3.113 0.857 0.315  -0.229
N 2.787 -0.210 -0.534  0.930
C 2.040 -1.171 0.139  -0.129
O 1.638 -2.218 -0.353  -0.749
C 1.900 -0.644 1.482  -0.643
C 2.474 0.573 1.516  0.555
C 2.448 1.586 2.604  -1.642
C 3.505 -0.393 -1.727  0.324
C 4.816 0.060 -1.831  -0.079
C 5.510 -0.117 -3.019  -0.667
C 4.911 -0.755 -4.093  -0.438
C 3.602 -1.206 -3.979  -0.759
C 2.887 -1.020 -2.807  -0.337
H 3.402 2.253 -1.215  0.437
H 3.203 2.938 0.400  0.432
H 1.782 2.307 -0.482  0.342
H 1.380 -1.141 2.281  0.617
H 2.058 1.133 3.512  0.521
H 1.784 2.411 2.336  0.270
H 3.444 1.987 2.799  0.390
H 5.278 0.544 -0.981  0.447
H 6.529 0.242 -3.099  0.375
H 5.457 -0.893 -5.018  0.374
H 3.121 -1.692 -4.817  0.373
H 1.859 -1.333 -2.715  0.328
C -3.323 -1.493 3.133  -1.389
Si -1.498 -1.373 2.544  1.179
C -0.735 -0.373 3.995  -1.172
C -0.881 -3.166 2.805  -1.366
H -3.367 -1.896 4.150  0.435
H -3.939 -2.140 2.501  0.315
H -3.784 -0.500 3.149  0.259
H -0.396 -1.031 4.801  0.380
H -1.498 0.293 4.408  0.361
H 0.094 0.271 3.697  -0.027
H -1.002 -3.491 3.844  0.409
H 0.172 -3.276 2.530  0.337
H -1.444 -3.859 2.172  0.289

## Properties
Strongest force on any atom ... 0.0108 Eh/bohr
LUMO (spin up / spin down) ... 2.070 / 2.081 eV
ΔE to the lowest compared entry with this formula, charge and spin ... 0.000 eV
Net charge ... -1
Spin multiplicity ... 4
HOMO level (spin up / spin down) ... -3.8 / -4.7 eV

---

Copy entry 2 word for word.
Entry from the OMol25 dataset: a structure of composition C28H28ClN2O7SeTa (ωB97M-V/def2-TZVPD).

Last column: Mulliken charge in e.
Positions of all 68 atoms, in Å:
Ta 0.915 -0.542 0.516  1.844
C -2.785 0.451 -1.299  -1.141
O -1.447 0.012 -1.492  -0.083
C -1.201 -0.900 -2.472  0.823
C -2.158 -1.443 -3.309  -0.720
C -1.766 -2.376 -4.269  -0.727
C -0.437 -2.748 -4.402  -0.778
C 0.520 -2.185 -3.565  -0.598
C 0.131 -1.282 -2.601  0.026
N 1.029 -0.655 -1.684  1.003
N 2.122 -0.253 -2.203  -0.838
C 2.826 0.746 -1.603  0.106
C 2.137 1.692 -0.801  1.625
O 0.987 1.399 -0.269  -0.602
C 2.680 3.003 -0.687  -1.201
C 3.915 3.266 -1.161  -0.789
C 4.713 2.282 -1.848  0.713
C 6.024 2.563 -2.272  -0.865
C 6.762 1.608 -2.927  -0.563
C 6.201 0.344 -3.172  -0.715
C 4.925 0.051 -2.756  -0.678
C 4.163 1.021 -2.092  0.698
H -3.156 0.963 -2.186  0.384
H -2.758 1.143 -0.462  0.259
H -3.439 -0.390 -1.056  0.433
H -3.196 -1.150 -3.232  0.450
H -2.518 -2.811 -4.916  0.399
H -0.143 -3.474 -5.150  0.397
H 1.569 -2.445 -3.645  0.504
H 2.101 3.741 -0.144  0.505
H 4.338 4.255 -1.015  0.386
H 6.446 3.541 -2.064  0.396
H 7.774 1.824 -3.246  0.399
H 6.788 -0.413 -3.679  0.391
H 4.505 -0.935 -2.913  0.448
O 4.913 -0.989 0.493  -0.619
Se 3.570 -1.092 1.372  1.220
O 3.588 -1.871 2.784  -0.629
O 2.689 0.354 1.470  -0.716
O 2.307 -1.830 0.395  -0.725
Cl 1.033 -7.205 3.511  -0.239
C 0.559 -5.783 2.617  0.307
C -0.440 -4.966 3.110  -0.811
C -0.804 -3.833 2.390  -0.052
C -0.187 -3.490 1.190  0.254
C -0.594 -2.251 0.430  -1.630
C 0.797 -4.359 0.709  -0.116
C 1.176 -5.491 1.411  -1.017
H -0.930 -5.213 4.044  0.409
H -1.607 -3.207 2.772  0.412
H -1.540 -1.875 0.822  0.540
H -0.745 -2.546 -0.604  0.539
H 1.279 -4.141 -0.238  0.417
H 1.951 -6.146 1.031  0.413
C 0.352 1.583 3.740  -1.625
C -0.267 0.257 3.352  1.818
C 0.423 -0.878 4.080  -1.615
C -1.756 0.234 3.598  -1.692
O -0.053 0.081 1.915  0.035
H 0.355 1.679 4.828  0.422
H -0.210 2.417 3.311  0.349
H 1.380 1.634 3.379  0.284
H 0.059 -1.843 3.726  0.253
H 1.506 -0.844 3.926  0.347
H 0.225 -0.806 5.153  0.523
H -1.952 0.385 4.660  0.415
H -2.181 -0.728 3.295  0.287
H -2.252 1.027 3.031  0.348

## Properties
Strongest force on any atom ... 0.0579 Eh/bohr
LUMO ... -1.176 eV
ΔE to the lowest compared entry with this formula, charge and spin ... 1.507 eV
Net charge ... 0
Spin multiplicity ... 1
HOMO level ... -8.1 eV